# 1
Formula: C5H4N2
Source: the Open Molecules 2025 dataset
Level of theory: wB97M-V/def2-TZVPD

Geometry as XYZ:
```
11
Properties=species:S:1:pos:R:3:forces:R:3:nbo_charge:R:1
H -1.320 2.876 0.537 0.0 -0.1 0.0 0.3185
N -1.016 1.922 0.301 -0.6 -0.2 0.2 -0.3202
N -1.985 1.181 0.544 0.6 0.4 -0.2 -0.1373
C -1.724 -0.210 0.261 0.1 -0.3 -0.1 -0.1910
C -0.641 -0.596 -0.364 0.1 0.2 0.0 0.1819
C 0.507 -0.761 -0.972 -0.2 0.0 0.0 -0.3364
C 1.728 -0.877 -0.233 0.7 -0.1 0.4 -0.0387
C 2.752 -0.928 0.403 -0.6 0.0 -0.4 -0.1939
H -2.502 -0.886 0.604 0.2 0.1 -0.1 0.2255
H 0.551 -0.758 -2.060 0.0 -0.1 0.2 0.2536
H 3.649 -0.963 0.979 -0.1 0.0 -0.1 0.2380
```
Positions in Å, forces in eV/Å.

Properties
Energy relative to the best compared isomer or geometry (same formula, charge and spin)   462.2 kJ/mol
SMILES   [H]/N=N/C=C=CC#C
HOMO level   -9.350 eV
Max |F|   0.79 eV Å⁻¹
Gap between HOMO and LUMO   9.4 eV

***

# 2
Formula: C5H4N2
Source: the Open Molecules 2025 dataset
Level of theory: wB97M-V/def2-TZVPD

Geometry as XYZ:
```
11
Properties=species:S:1:pos:R:3:forces:R:3:nbo_charge:R:1
C -0.931 1.108 2.458 0.2 -0.2 -0.4 -0.2188
C -0.506 0.616 1.442 -0.2 0.2 0.5 -0.0186
C -0.011 0.042 0.236 0.0 0.0 -0.1 -0.2465
C 1.123 -0.792 0.053 0.1 0.0 0.0 -0.0202
N 1.282 -1.128 -1.214 -0.1 0.1 0.2 -0.2526
N 0.269 -0.525 -1.852 -0.1 0.0 -0.1 -0.3253
C -0.535 0.187 -1.036 0.1 -0.1 0.0 -0.0109
H -1.305 1.547 3.355 0.1 -0.1 -0.1 0.2361
H 1.818 -1.149 0.803 -0.1 0.1 -0.1 0.2173
H 0.193 -0.641 -2.849 0.0 0.0 0.1 0.4114
H -1.397 0.733 -1.396 0.2 -0.1 0.1 0.2280
```
Positions in Å, forces in eV/Å.

Properties
Energy relative to the best compared isomer or geometry (same formula, charge and spin)   173.5 kJ/mol
SMILES   C#Cc1cn[nH]c1
HOMO level   -8.911 eV
Max |F|   0.57 eV Å⁻¹
Gap between HOMO and LUMO   9.9 eV

***

# 3
Formula: C5H4N2
Source: the Open Molecules 2025 dataset
Level of theory: wB97M-V/def2-TZVPD

Geometry as XYZ:
```
11
Properties=species:S:1:pos:R:3:forces:R:3:nbo_charge:R:1
C 1.202 0.670 -0.525 -0.3 0.4 -0.4 -0.0436
C 1.403 -0.265 0.584 -0.3 0.7 0.4 -0.0010
C 0.062 -0.662 0.921 -0.3 0.1 0.1 0.1370
C -0.915 -1.084 -0.071 -0.1 0.1 -0.1 -0.2451
C -0.956 -0.062 -0.949 0.0 -0.2 -0.2 -0.0291
N 0.018 0.952 -0.996 0.5 -0.3 -0.9 -0.3548
N -0.250 0.315 1.706 0.4 -0.5 0.5 -0.4932
H 2.042 1.262 -0.879 -0.1 0.0 0.0 0.1963
H -1.470 -2.015 -0.101 -0.1 0.4 0.1 0.2441
H -1.687 0.034 -1.744 0.1 -0.2 0.0 0.2229
H 0.552 0.854 2.055 0.2 -0.4 0.5 0.3664
```
Positions in Å, forces in eV/Å.

Properties
Energy relative to the best compared isomer or geometry (same formula, charge and spin)   581.9 kJ/mol
HOMO level   -9.146 eV
Max |F|   1.08 eV Å⁻¹
Gap between HOMO and LUMO   7.4 eV

***

# 4
Formula: C5H4N2
Source: the Open Molecules 2025 dataset
Level of theory: wB97M-V/def2-TZVPD

Geometry as XYZ:
```
11
Properties=species:S:1:pos:R:3:forces:R:3:nbo_charge:R:1
C 1.810 0.806 0.283 0.7 -1.0 -0.2 -0.1368
C 1.319 -0.213 -0.148 0.0 0.6 0.2 -0.0964
C 0.148 -0.960 -0.534 -0.1 0.0 -0.3 -0.1066
N -0.836 -1.307 0.477 -0.1 -0.2 0.3 -0.5275
C -1.181 -0.185 -0.380 0.1 0.1 -0.2 -0.1845
C -0.916 1.144 0.101 0.5 0.7 0.5 0.2703
N -0.301 2.032 0.520 -1.5 -0.1 -0.2 -0.3146
H 2.300 1.648 0.710 0.1 -0.1 -0.1 0.2463
H 0.222 -1.642 -1.373 -0.1 0.0 0.1 0.2317
H -0.542 -0.991 1.398 0.0 0.0 -0.1 0.3751
H -2.022 -0.332 -1.054 0.3 0.0 0.1 0.2430
```
Positions in Å, forces in eV/Å.

Properties
Energy relative to the best compared isomer or geometry (same formula, charge and spin)   359.4 kJ/mol
SMILES   C#C[C@H]1N[C@H]1C#N
HOMO level   -9.910 eV
Max |F|   1.56 eV Å⁻¹
Gap between HOMO and LUMO   10.9 eV

***

# 5
Formula: C5H4N2O
Source: the Open Molecules 2025 dataset
Level of theory: wB97M-V/def2-TZVPD

Geometry as XYZ:
```
12
Properties=species:S:1:pos:R:3:forces:R:3:nbo_charge:R:1
C -1.504 -0.224 0.004 -1.5 0.0 0.2 0.6215
C -1.066 1.321 0.028 -0.2 0.3 0.4 -0.5129
C 0.287 0.710 -0.024 0.7 1.0 -0.1 0.2046
C 1.187 -1.271 0.003 0.9 -1.1 0.3 -0.0069
C -0.057 -0.600 -0.045 0.1 0.0 0.2 -0.3026
H -1.292 2.004 0.853 -0.1 -0.7 0.5 0.2297
H -1.346 1.916 -0.807 -0.3 0.1 -1.2 0.2251
H 2.180 1.663 0.049 0.2 0.2 0.0 0.4164
H 1.350 -2.364 0.129 0.2 1.1 -0.4 0.2248
N 1.613 0.846 -0.022 -0.3 -1.0 0.1 -0.3421
N 2.211 -0.401 0.016 -1.4 -0.5 0.0 -0.2476
O -2.593 -0.744 0.003 1.6 0.5 0.0 -0.5098
```
Positions in Å, forces in eV/Å.

Properties
Energy relative to the best compared isomer or geometry (same formula, charge and spin)   165.7 kJ/mol
HOMO level   -9.805 eV
Max |F|   1.62 eV Å⁻¹
Gap between HOMO and LUMO   10.5 eV

***

# 6
Formula: C5H4N2O3
Source: the Open Molecules 2025 dataset
Level of theory: wB97M-V/def2-TZVPD

Geometry as XYZ:
```
14
Properties=species:S:1:pos:R:3:forces:R:3:nbo_charge:R:1
N 1.183 -1.780 -0.426 -3.1 0.4 -0.4 -0.2608
C 0.041 -1.835 -0.698 3.0 0.1 -0.9 0.2354
C -1.197 -2.412 -1.252 0.3 -1.9 0.5 0.5116
N -1.134 -3.347 -2.116 1.1 0.9 0.7 -0.4406
C -1.944 -4.493 -1.946 -0.3 -0.8 -1.3 0.6028
O -1.786 -5.464 -2.659 -0.2 0.8 0.7 -0.5166
C -2.958 -4.392 -0.899 -0.8 0.6 0.2 -0.3451
C -3.120 -3.217 -0.270 0.0 -1.0 -0.1 0.1715
O -2.217 -2.217 -0.413 -0.4 1.0 0.7 -0.4340
H -3.679 -5.195 -0.760 0.4 0.1 0.0 0.2522
H -3.895 -2.975 0.455 0.2 0.0 -0.3 0.2178
O -0.219 -3.965 1.043 2.9 0.6 -0.9 -0.9994
H -0.909 -3.753 1.679 1.0 0.6 0.5 0.4859
H 0.737 -3.486 1.088 -4.0 -1.4 0.6 0.5194
```
Positions in Å, forces in eV/Å.

Properties
Energy relative to the best compared isomer or geometry (same formula, charge and spin)   176.2 kJ/mol
SMILES   N#Cc1nc(=O)cco1.O
HOMO level   -10.477 eV
Max |F|   4.28 eV Å⁻¹
Gap between HOMO and LUMO   9.6 eV

***

# 7
Formula: C5H4N2O3
Source: the Open Molecules 2025 dataset
Level of theory: wB97M-V/def2-TZVPD

Geometry as XYZ:
```
14
Properties=species:S:1:pos:R:3:forces:R:3:nbo_charge:R:1
O -1.021 -2.092 -0.889 0.1 -0.7 0.7 -0.3801
C -1.285 -1.017 -1.163 0.3 -2.3 -0.7 0.7858
C -1.544 0.130 -1.690 -0.7 3.0 -0.1 -0.6440
C -1.129 1.324 -0.962 0.1 -0.1 2.7 0.1564
N -0.523 1.385 0.199 -0.5 0.6 -3.2 -0.4347
C 0.158 0.456 0.934 -1.9 1.0 1.3 0.0447
C 1.362 -0.071 0.566 -2.0 1.8 -1.7 -0.2239
N 2.080 -0.800 1.478 0.7 -2.1 1.5 0.4913
O 1.773 -0.790 2.662 -0.1 0.4 0.1 -0.4058
O 2.950 -1.528 1.033 0.7 0.0 -0.4 -0.3947
H -2.415 0.291 -2.325 0.4 -0.6 -0.1 0.2874
H -1.659 2.220 -1.295 0.6 0.1 0.0 0.2028
H -0.537 0.468 1.927 2.8 -1.1 -1.8 0.2686
H 1.789 0.024 -0.476 -0.5 -0.1 1.6 0.2461
```
Positions in Å, forces in eV/Å.

Properties
Energy relative to the best compared isomer or geometry (same formula, charge and spin)   493.1 kJ/mol
SMILES   O=C=C/C=N\C=C\[N+](=O)[O-]
HOMO level   -9.414 eV
Max |F|   3.46 eV Å⁻¹
Gap between HOMO and LUMO   8.8 eV

***

# 8
Formula: C5H4N2S
Source: the Open Molecules 2025 dataset
Level of theory: wB97M-V/def2-TZVPD

Geometry as XYZ:
```
12
Properties=species:S:1:pos:R:3:forces:R:3:nbo_charge:R:1
C 1.728 1.141 0.007 1.1 2.3 0.1 -0.5334
C 0.451 -0.640 0.043 -0.4 -0.5 -0.9 -0.1597
C -0.666 -1.429 -0.068 0.7 -0.6 0.8 -0.2398
C -1.864 -0.732 0.034 -0.9 -0.6 -0.4 0.0070
C 0.300 0.730 -0.023 -1.3 0.4 0.4 0.1215
H 2.107 1.726 -0.891 -0.5 -0.7 1.2 0.2486
H 2.006 1.651 0.985 -0.2 -0.5 -1.3 0.2470
H -0.612 -2.504 -0.105 -0.2 -0.2 0.0 0.2285
H -2.852 -1.272 0.088 1.2 0.7 -0.1 0.2107
N -1.946 0.584 0.002 -0.5 0.7 0.2 -0.2291
N -0.864 1.361 -0.060 0.8 -0.4 0.0 -0.1865
S 2.210 -0.616 -0.012 0.2 -0.6 0.1 0.2852
```
Positions in Å, forces in eV/Å.

Properties
Energy relative to the best compared isomer or geometry (same formula, charge and spin)   152.4 kJ/mol
HOMO level   -9.208 eV
Max |F|   2.50 eV Å⁻¹
Gap between HOMO and LUMO   9.5 eV

***

# 9
Formula: C5H4N2S
Source: the Open Molecules 2025 dataset
Level of theory: wB97M-V/def2-TZVPD

Geometry as XYZ:
```
12
Properties=species:S:1:pos:R:3:forces:R:3:nbo_charge:R:1
C -1.471 1.216 -0.003 0.2 0.2 0.6 -0.5060
C -0.201 -0.622 -0.002 -0.2 0.1 0.1 -0.1524
C 0.897 -1.435 0.001 -0.1 -0.4 -0.1 -0.2515
C 2.097 -0.702 0.007 0.0 0.2 -0.1 0.0123
C -0.022 0.772 0.000 0.0 -0.3 -0.1 0.1385
H -1.771 1.733 0.922 0.0 -0.2 -0.4 0.2404
H -1.796 1.748 -0.888 -0.1 0.1 -0.1 0.2399
H 0.891 -2.534 -0.027 0.0 0.6 0.1 0.2359
H 3.050 -1.198 0.005 0.2 -0.3 0.0 0.2046
N 2.222 0.616 0.000 -0.3 0.2 0.0 -0.2283
N 1.124 1.397 -0.005 -0.1 -0.2 0.0 -0.1964
S -1.974 -0.576 0.001 0.4 0.0 0.0 0.2630
```
Positions in Å, forces in eV/Å.

Properties
Energy relative to the best compared isomer or geometry (same formula, charge and spin)   131.5 kJ/mol
HOMO level   -9.216 eV
Max |F|   0.67 eV Å⁻¹
Gap between HOMO and LUMO   9.6 eV

***

# 10
Formula: C5H4N3O
Source: the Open Molecules 2025 dataset
Level of theory: wB97M-V/def2-TZVPD

Geometry as XYZ:
```
13
Properties=species:S:1:pos:R:3:forces:R:3:nbo_charge:R:1
C 1.467 -0.340 -1.266 0.1 -0.4 -0.2 0.0470
C 0.304 0.365 -1.496 2.5 0.1 -2.9 -0.0519
N -0.616 0.410 -0.519 -0.5 0.7 1.6 -0.0936
N -1.702 1.167 -0.481 -0.2 -0.5 -1.0 0.1331
O -2.234 0.995 0.732 1.5 -0.7 1.0 -0.1506
C -1.472 0.255 1.535 2.3 -0.9 -1.9 0.2274
C -0.318 -0.198 0.677 -3.2 1.7 2.3 0.0314
C 0.908 -0.886 0.849 -0.9 -0.6 0.9 0.1033
N 1.733 -1.034 -0.152 -0.2 0.0 2.3 -0.3335
H 2.363 -0.452 -1.895 -1.1 0.7 -0.7 0.2659
H 0.280 0.876 -2.487 -1.0 -0.1 1.2 0.2898
H -1.734 0.128 2.617 0.1 0.1 -1.4 0.2863
H 1.022 -1.287 1.885 0.6 -0.1 -1.2 0.2453
```
Positions in Å, forces in eV/Å.

Properties
Energy relative to the best compared isomer or geometry (same formula, charge and spin)   215.3 kJ/mol
SMILES   c1c[n+]2nocc2cn1
Net charge   +1
HOMO level (alpha / beta)   -14.675 / -14.676 eV
Max |F|   4.32 eV Å⁻¹
Gap between HOMO and LUMO (alpha / beta)   8.8 / 8.8 eV